Computed, not measured: a single CH3IO2S2 molecule at a distorted geometry, with ωB97M-V/def2-TZVPD.

Last column: natural (NBO) charge in e.
Element x y z (Å)
C -1.06 0.15 -0.56  -0.8508
O 1.37 -1.82 2.12  -0.7421
O 1.33 -0.83 -0.66  -0.9088
S 0.32 -0.78 2.02  0.7301
S 0.57 0.17 0.08  1.1849
I 1.18 2.55 -0.68  -0.1914
H -1.56 0.80 0.06  0.2399
H -0.77 0.64 -1.59  0.2682
H -1.37 -0.89 -0.79  0.2699

Results
lowest unoccupied orbital energy (alpha / beta)	-2.00 / -2.21	eV
frontier orbital gap (alpha / beta)	6.28 / 7.33	eV
strongest force on any atom	4.3	eV Å⁻¹
highest occupied orbital energy (alpha / beta)	-8.28 / -9.54	eV
DFT total energy	-34948.4812	eV